ORCA calculation (ωB97M-V/def2-TZVPD) on C2Br3ClF2 as an isolated structure.

CARTESIAN COORDINATES (ANGSTROEM)
C1 0.8829 -0.5292 0.8726
C2 -0.6754 0.3122 -0.9413
F1 -0.8552 0.1234 -2.2744
F2 1.5784 -1.5706 0.3089
Cl1 -0.0790 2.0067 -1.0163
Br1 1.8596 0.9959 1.0250
Br2 -2.3033 -0.1449 -0.1314
Br3 -0.4080 -1.1935 2.1569

Properties
- calculated total energy (eV) = -230154.3436
- energy relative to the best compared isomer or geometry (same formula, charge and spin) (eV) = 3.736
- highest occupied orbital energy (alpha / beta) (Eh) = -0.3418 / -0.3308

Atom charges from the Löwdin analysis, given in e for atoms 1 to 5: number 1, C, carries -1.22; number 2, C, carries -1.13; number 3, F, carries -0.17; number 4, F, carries -0.12; number 5, Cl, carries 0.51

=====

ORCA calculation (ωB97M-V/def2-TZVPD) on one molecule with the formula C2BrClN2O.

CARTESIAN COORDINATES (ANGSTROEM)
Cl1 2.3163 0.8564 -1.1593
C1 1.0463 0.3251 -0.2445
N1 0.9429 0.0375 0.9935
N2 -0.3207 -0.3472 1.2531
C2 -0.9741 -0.2853 0.1401
Br1 -2.7476 -0.7062 -0.0755
O1 -0.2630 0.1197 -0.9074

Properties
- calculated total energy (eV) = -89664.9397
- SMILES string = Clc1nnc(Br)o1
- highest occupied orbital energy (Eh) = -0.3687

Atom charges from the Löwdin analysis, given in e for atoms 1 to 5: number 1, Cl, carries 0.81; number 2, C, carries -0.79; number 3, N, carries 0.04; number 4, N, carries 0.02; number 5, C, carries -0.92

=====

ORCA calculation (ωB97M-V/def2-TZVPD) on one molecule with the formula C2BrClN2S.

CARTESIAN COORDINATES (ANGSTROEM)
C1 -0.6530 -0.7900 0.4322
C2 0.1497 0.8740 -0.6122
N1 0.3816 -1.2194 0.9749
N2 1.3540 0.7831 -0.3005
S1 1.8202 -0.4281 0.7165
Cl1 -2.2315 -1.2351 0.4197
Br1 -0.8210 2.0155 -1.6306

Properties
- calculated total energy (eV) = -98451.4759
- energy relative to the best compared isomer or geometry (same formula, charge and spin) (eV) = 2.229
- highest occupied orbital energy (Eh) = -0.3323

Atom charges from the Löwdin analysis, given in e for atoms 1 to 5: number 1, C, carries -0.82; number 2, C, carries -0.84; number 3, N, carries -0.36; number 4, N, carries -0.38; number 5, S, carries 0.89

=====

ORCA calculation (ωB97M-V/def2-TZVPD) on a 2-piece molecular cluster, C2BrFNO4 overall.

CARTESIAN COORDINATES (ANGSTROEM)
C1 2.4411 -1.0190 0.4334
C2 -0.9954 -0.0431 -0.3257
N1 -1.4165 1.2728 -0.3056
O1 2.3639 -2.1311 0.5885
O2 2.7005 0.1002 0.2580
O3 -2.4970 1.6913 -0.7917
O4 -0.4416 2.0091 0.1013
F1 0.1223 -0.4004 0.3033
Br1 -2.2774 -1.4799 -0.2615

Properties
- calculated total energy (eV) = -84510.0025
- energy relative to the best compared isomer or geometry (same formula, charge and spin) (eV) = 0.161
- <S²> = 2.0061
- net charge = -1
- highest occupied orbital energy (alpha / beta) (Eh) = -0.0420 / -0.1789
- spin multiplicity = 3

Atom charges from the Löwdin analysis, given in e for atoms 1 to 5: number 1, C, carries -0.48; number 2, C, carries -0.69; number 3, N, carries -0.52; number 4, O, carries 0.23; number 5, O, carries 0.19

=====

ORCA calculation (ωB97M-V/def2-TZVPD) on C2BrI3O as an isolated structure.

CARTESIAN COORDINATES (ANGSTROEM)
C1 1.0996 -0.7177 0.6542
C2 -0.7520 0.6078 -0.5947
O1 2.0545 -0.0422 0.7749
Br1 0.4331 -2.4274 1.2269
I1 0.0807 2.4855 0.0495
I2 -0.5754 0.1582 -2.6278
I3 -2.3404 -0.0641 0.5171

Properties
- calculated total energy (eV) = -98462.2772
- energy relative to the best compared isomer or geometry (same formula, charge and spin) (eV) = 2.772
- highest occupied orbital energy (alpha / beta) (Eh) = -0.3137 / -0.3031

Atom charges from the Löwdin analysis, given in e for atoms 1 to 5: number 1, C, carries -0.75; number 2, C, carries -1.96; number 3, O, carries -0.03; number 4, Br, carries 0.61; number 5, I, carries 0.69

=====

ORCA calculation (ωB97M-V/def2-TZVPD) on C2BrNO2 as an isolated structure.

CARTESIAN COORDINATES (ANGSTROEM)
C1 -0.2043 -1.7814 0.1876
C2 -0.1570 1.3741 -0.0792
N1 0.3382 0.2679 -0.1607
O1 -1.3269 -1.7698 0.1027
O2 -0.6929 2.3907 -0.1567
Br1 2.0429 -0.4815 0.1063

Properties
- calculated total energy (eV) = -77698.7973
- energy relative to the best compared isomer or geometry (same formula, charge and spin) (eV) = 0.918
- highest occupied orbital energy (Eh) = -0.3877

Atom charges from the Löwdin analysis, given in e for atoms 1 to 5: number 1, C, carries -0.21; number 2, C, carries -0.40; number 3, N, carries -0.40; number 4, O, carries 0.06; number 5, O, carries 0.20

=====

ORCA calculation (ωB97M-V/def2-TZVPD) on one molecule with the formula C2Cl2F2.

CARTESIAN COORDINATES (ANGSTROEM)
F1 -1.1354 0.7917 1.0396
C1 -0.6174 -0.0305 -0.0093
Cl1 -1.6166 -0.0247 -1.4027
C2 0.6202 -0.3315 0.0872
F2 1.1225 -0.9859 -0.9594
Cl2 1.6224 0.2553 1.3328

Properties
- calculated total energy (eV) = -32552.1336
- SMILES string = F/C(Cl)=C(/F)Cl
- energy relative to the best compared isomer or geometry (same formula, charge and spin) (eV) = 0.552
- highest occupied orbital energy (Eh) = -0.3671

Atom charges from the Löwdin analysis, given in e for atoms 1 to 5: number 1, F, carries -0.07; number 2, C, carries -0.71; number 3, Cl, carries 0.76; number 4, C, carries -0.79; number 5, F, carries 0.03

=====

ORCA calculation (ωB97M-V/def2-TZVPD) on a 3-piece molecular cluster, C2Cl2F2N2 overall.

CARTESIAN COORDINATES (ANGSTROEM)
C1 0.4545 -1.4335 -0.0582
C2 0.0198 -0.1646 -0.3413
N1 0.9014 -2.5239 -0.0873
N2 0.5138 0.8794 -0.1145
F1 1.7087 1.2746 1.1792
F2 0.3094 2.1206 -0.5775
Cl1 -2.6234 0.4664 -0.0513
Cl2 -4.5960 0.4799 0.2231

Properties
- calculated total energy (eV) = -35525.4406
- energy relative to the best compared isomer or geometry (same formula, charge and spin) (eV) = 3.185
- highest occupied orbital energy (alpha / beta) (Eh) = -0.4154 / -0.4146

Atom charges from the Löwdin analysis, given in e for atoms 1 to 5: number 1, C, carries -0.17; number 2, C, carries -0.13; number 3, N, carries 0.21; number 4, N, carries 0.03; number 5, F, carries -0.20